(1)
C12H23NO3P2Pd as an isolated structure in a non-equilibrium geometry. Source: the Open Molecules 2025 dataset; level of theory: wB97M-V/def2-TZVPD.

Structure (XYZ):
```
42
C12H23NO3P2Pd (wB97M-V/def2-TZVPD)
Pd 0.720 0.049 0.773
O -1.282 -0.797 -2.135
C -0.816 -0.938 -3.262
O 0.997 0.541 -1.598
C 1.003 0.652 -2.821
O 1.712 1.547 -3.529
N 0.274 -0.151 -3.716
C 1.514 1.323 -4.980
C 0.611 0.122 -5.114
H 2.497 1.147 -5.424
H 1.044 2.212 -5.413
H 1.139 -0.725 -5.570
H -0.283 0.352 -5.699
C -1.295 -1.889 -4.300
C -2.441 -2.575 -4.095
H -0.681 -2.015 -5.216
H -3.077 -2.387 -3.224
H -2.757 -3.327 -4.829
C -2.367 1.536 1.330
P -0.529 1.822 1.479
C -0.674 2.638 3.157
C 1.675 1.350 2.601
C 1.575 0.294 3.649
P 0.828 -1.114 2.690
C 1.708 -2.563 3.354
C -0.860 -1.283 3.369
H -2.849 2.498 1.215
H -2.760 1.087 2.247
H -2.504 0.887 0.465
H -0.401 1.905 3.939
H 0.037 3.459 3.165
H -1.653 3.056 3.347
H 2.387 1.137 1.782
H 1.827 2.381 2.971
H 2.603 -0.013 3.936
H 0.974 0.576 4.532
H 1.676 -2.682 4.441
H 1.285 -3.472 2.915
H 2.770 -2.549 3.097
H -1.528 -0.448 3.080
H -0.846 -1.423 4.462
H -1.254 -2.220 2.932
```

The HOMO energy (spin up / spin down) is -15.28 / -15.28 eV. The expectation value of S² is 2.024. The electronic energy comes out at -42488.2028 eV. Its total charge is +2. Its multiplicity is 3.

The Löwdin scheme yields these atomic charges, measured in e: 0.55 0.05 -0.39 0.00 -0.44 0.08 0.06 -0.05 -0.10 0.14 0.14 0.14 0.14 -0.07 0.10 0.11 0.09 0.09 -0.24 1.01 -0.26 -0.20 -0.36 0.80 -0.22 -0.23 0.07 0.05 0.04 0.05 0.05 0.06 0.07 0.10 0.12 0.10 0.08 0.06 0.06 0.02 0.08 0.07



(2)
C12H24CdO16S as an isolated structure in a non-equilibrium geometry. Source: the Open Molecules 2025 dataset; level of theory: wB97M-V/def2-TZVPD.

Structure (XYZ):
```
54
C12H24CdO16S (wB97M-V/def2-TZVPD)
Cd 0.424 0.276 -0.746
S 1.198 0.943 -3.188
O 2.376 0.259 -3.692
O 1.556 1.575 -1.875
O 0.575 1.885 -4.094
O 0.148 -0.027 -2.704
C -0.219 4.053 -1.405
O -1.619 3.794 -1.375
C -1.989 2.591 -1.045
O -1.312 1.677 -0.636
O -3.256 2.427 -1.406
C -3.912 1.262 -0.908
H 0.386 3.195 -1.704
H 0.077 4.578 -0.498
H 0.034 4.731 -2.226
H -3.385 0.892 -0.031
H -3.918 0.478 -1.663
H -4.947 1.533 -0.714
C -2.229 1.262 2.870
O -0.924 1.725 3.186
C 0.088 1.419 2.384
O 0.022 0.624 1.494
O 1.179 2.032 2.740
C 1.245 3.018 3.770
H -2.534 1.596 1.874
H -2.907 1.774 3.546
H -2.267 0.174 2.872
H 0.763 2.681 4.691
H 0.640 3.847 3.403
H 2.262 3.271 4.044
C 3.720 -3.912 0.634
O 2.773 -2.974 0.131
C 2.943 -1.686 0.168
O 2.202 -0.826 -0.238
O 4.021 -1.353 0.872
C 4.232 0.012 1.194
H 4.149 -3.647 1.598
H 4.546 -4.007 -0.069
H 3.167 -4.841 0.730
H 4.638 0.541 0.335
H 4.981 0.016 1.988
H 3.377 0.528 1.629
C -0.291 -3.898 -0.465
O -1.502 -3.454 -1.025
C -1.732 -2.148 -1.058
O -1.065 -1.291 -0.555
O -2.879 -1.896 -1.649
C -3.564 -2.871 -2.382
H -0.176 -3.742 0.608
H 0.559 -3.505 -1.007
H -0.277 -4.982 -0.594
H -3.593 -3.840 -1.874
H -3.174 -3.147 -3.366
H -4.608 -2.623 -2.566
```

The calculation puts the energy relative to the best compared isomer or geometry (same formula, charge and spin) at 37.0 kcal per mole. The HOMO energy is -7.38 eV. The electronic energy comes out at -60991.4714 eV.

The Löwdin scheme yields these atomic charges, measured in e: 1.39 0.23 -0.36 -0.52 -0.35 -0.51 -0.02 0.05 -0.59 0.01 0.03 -0.02 0.05 0.09 0.11 0.08 0.09 0.10 -0.01 0.00 -0.62 0.06 0.03 -0.01 0.08 0.10 0.11 0.10 0.10 0.10 -0.01 0.02 -0.57 0.05 0.00 -0.02 0.10 0.11 0.10 0.11 0.10 0.09 -0.03 0.01 -0.58 0.05 0.04 -0.05 0.10 0.09 0.10 0.10 0.11 0.10



(3)
A 6-piece molecular cluster, C12H24Cl12 overall. Source: the Open Molecules 2025 dataset; level of theory: wB97M-V/def2-TZVPD.

Structure (XYZ):
```
48
C12H24Cl12 (wB97M-V/def2-TZVPD)
Cl 17.050 14.767 -18.184
C 18.501 15.733 -18.576
C 19.115 16.260 -17.285
Cl 20.488 17.330 -17.700
H 18.209 16.546 -19.234
H 19.197 15.083 -19.097
H 19.520 15.447 -16.692
H 18.416 16.855 -16.713
Cl 19.226 20.079 -11.276
C 18.598 20.410 -12.917
C 17.278 21.128 -12.853
Cl 15.926 20.018 -12.447
H 18.525 19.457 -13.426
H 19.336 21.043 -13.403
H 17.029 21.600 -13.800
H 17.293 21.879 -12.068
Cl 13.351 15.989 -13.954
C 14.975 16.258 -13.290
C 15.889 16.716 -14.399
Cl 17.525 16.961 -13.773
H 15.340 15.326 -12.864
H 14.913 16.987 -12.485
H 15.511 17.629 -14.856
H 15.920 15.951 -15.174
Cl 13.474 9.451 -11.859
C 12.440 10.431 -12.922
C 12.319 11.844 -12.458
Cl 13.865 12.703 -12.450
H 11.455 9.969 -12.892
H 12.853 10.366 -13.924
H 11.913 11.857 -11.449
H 11.646 12.380 -13.126
Cl 9.165 15.418 -14.635
C 9.770 16.524 -13.370
C 9.692 17.959 -13.782
Cl 10.713 18.342 -15.206
H 10.783 16.217 -13.134
H 9.127 16.372 -12.505
H 10.028 18.600 -12.970
H 8.677 18.222 -14.069
Cl 17.878 19.661 -16.527
C 16.190 20.203 -16.293
C 16.039 21.687 -16.525
Cl 16.154 22.121 -18.241
H 15.918 19.972 -15.261
H 15.564 19.620 -16.963
H 16.813 22.229 -15.985
H 15.070 22.022 -16.158
```

The calculation puts the energy relative to the best compared isomer or geometry (same formula, charge and spin) at 3.9 kcal per mole. The HOMO energy is -10.68 eV. The SMILES is ClCCCl.ClCCCl.ClCCCl.ClCCCl.ClCCCl.ClCCCl. The electronic energy comes out at -163104.0615 eV.

The Löwdin scheme yields these atomic charges, measured in e: 0.54 -0.66 -0.68 0.54 0.07 0.07 0.07 -0.01 0.55 -0.67 -0.63 0.55 -0.01 0.08 0.04 0.06 0.59 -0.67 -0.67 0.60 0.05 0.06 0.05 0.06 0.54 -0.67 -0.68 0.56 0.07 0.07 0.07 0.07 0.53 -0.67 -0.65 0.51 0.01 0.07 0.07 0.07 0.58 -0.65 -0.68 0.56 0.02 0.07 0.05 0.08



(4)
C12H24Cl2CrO12 as an isolated structure in a non-equilibrium geometry. Source: the Open Molecules 2025 dataset; level of theory: wB97M-V/def2-TZVPD.

Structure (XYZ):
```
51
C12H24Cl2CrO12 (wB97M-V/def2-TZVPD)
Cr -0.599 -0.154 1.253
Cl 0.599 -1.239 3.108
Cl -2.905 0.323 2.050
C -1.675 4.070 2.307
O -0.262 4.099 2.416
C 0.526 3.019 2.103
O 0.073 1.940 1.768
O 1.771 3.389 2.325
C 2.771 2.458 2.403
H -2.212 3.990 3.252
H -2.010 3.376 1.536
H -2.032 5.093 2.185
H 2.927 1.781 1.563
H 2.692 1.830 3.291
H 3.696 3.034 2.371
C 3.118 -0.080 -2.856
O 2.044 -0.011 -1.936
C 2.155 -0.311 -0.635
O 1.166 -0.405 0.092
O 3.425 -0.514 -0.259
C 3.833 -0.750 1.080
H 3.967 -0.687 -2.543
H 3.401 0.938 -3.125
H 2.706 -0.509 -3.769
H 2.959 -0.862 1.721
H 4.496 0.095 1.267
H 4.421 -1.667 1.106
C 0.730 -4.053 0.404
O -0.680 -4.354 0.224
C -1.527 -3.298 0.266
O -1.192 -2.085 0.417
O -2.787 -3.733 -0.009
C -3.831 -2.805 -0.420
H 0.935 -3.692 1.412
H 0.994 -3.361 -0.395
H 1.380 -4.904 0.201
H -4.002 -2.058 0.356
H -4.765 -3.311 -0.664
H -3.553 -2.304 -1.347
C -2.944 2.615 -1.314
O -2.698 1.597 -2.190
C -1.868 0.620 -1.867
O -1.108 0.491 -0.853
O -1.874 -0.199 -2.885
C -0.957 -1.323 -3.004
H -3.646 3.333 -1.736
H -2.037 3.174 -1.082
H -3.322 2.271 -0.351
H -1.482 -2.055 -3.618
H -0.738 -1.855 -2.078
H -0.081 -0.958 -3.541
```

The calculation puts the energy relative to the best compared isomer or geometry (same formula, charge and spin) at 35.6 kcal per mole. The HOMO energy (spin up / spin down) is -7.14 / -8.40 eV. The expectation value of S² is 6.010. The electronic energy comes out at -90870.9647 eV. Its multiplicity is 5.

The Löwdin scheme yields these atomic charges, measured in e: 0.26 -0.13 -0.15 -0.05 0.00 -0.50 0.04 0.04 -0.06 0.10 0.07 0.09 0.07 0.12 0.10 -0.03 0.01 -0.50 -0.01 -0.02 -0.02 0.10 0.10 0.09 0.04 0.10 0.10 -0.01 0.01 -0.46 -0.06 0.00 0.00 0.07 0.08 0.09 0.07 0.09 0.08 -0.07 0.04 -0.50 0.00 0.03 0.02 0.10 0.10 0.08 0.10 0.08 0.09



(5)
C12H24Cl2MoN2O3P as an isolated structure in a non-equilibrium geometry. Source: the Open Molecules 2025 dataset; level of theory: wB97M-V/def2-TZVPD.

Structure (XYZ):
```
45
C12H24Cl2MoN2O3P (wB97M-V/def2-TZVPD)
C 0.791 -3.561 -2.310
C 0.509 -2.164 -1.818
H -0.065 -4.237 -2.313
H 1.457 -3.788 -1.460
H 1.387 -3.473 -3.220
O -0.572 -1.718 -1.579
Cl 1.897 -1.305 -1.039
Mo -0.301 0.933 -0.939
P -0.059 0.882 -3.258
C -1.453 1.515 -4.208
C 1.199 2.185 -3.243
H 1.678 -0.595 -3.991
H 0.680 0.136 -5.288
H 0.002 -1.249 -4.354
C 0.663 -0.380 -4.333
H 2.101 1.877 -2.709
H 1.438 2.329 -4.297
H -1.095 1.575 -5.221
H -1.789 2.479 -3.865
H 0.819 3.119 -2.827
H -2.262 0.800 -4.180
C -2.125 1.159 -1.128
O -3.301 1.302 -1.207
Cl 0.772 2.586 0.285
C -2.474 -0.002 2.090
N -1.292 -0.036 2.910
C -1.206 0.977 3.929
C -0.224 0.470 4.983
C 1.105 0.041 4.399
N 1.007 -0.374 3.037
C 2.206 -0.943 2.477
C -0.150 -0.488 2.318
O -0.196 -0.977 1.171
H -2.510 -0.896 1.450
H -2.471 0.913 1.469
H -3.379 0.064 2.708
H -0.838 1.924 3.467
H -2.209 1.128 4.375
H -0.669 -0.346 5.573
H -0.017 1.287 5.681
H 1.515 -0.770 5.029
H 1.866 0.840 4.453
H 3.067 -0.319 2.803
H 2.388 -1.999 2.789
H 2.113 -0.902 1.390
```

The HOMO energy (spin up / spin down) is -20.01 / -19.66 eV. The expectation value of S² is 2.044. The electronic energy comes out at -58115.2889 eV. Its total charge is +3. Its multiplicity is 3.

The Löwdin scheme yields these atomic charges, measured in e: 0.01 -0.79 0.12 0.10 0.11 -0.02 0.74 1.02 0.71 -0.19 -0.22 0.07 0.08 0.08 -0.18 0.06 0.09 0.07 0.07 0.06 0.07 -0.33 0.17 0.11 0.03 0.01 -0.10 -0.10 -0.10 0.03 0.03 -0.44 -0.04 0.12 0.10 0.14 0.16 0.16 0.15 0.15 0.18 0.17 0.14 0.16 0.02